Entry 1:
DFT (ωB97M-V/def2-TZVPD) results for a structure of composition C5H10O2 in a non-equilibrium geometry.

Output
- Total energy: -9439.07545 eV
- Strongest force on any atom: 2.20 eV/Å

Positions of all 17 atoms, in Å:
C  -2.11584  -0.44106  0.30811
C  -0.94298  0.42036  -0.06260
O  -0.75165  1.42657  0.94631
C  0.30180  -0.69807  -0.46895
C  1.57855  -0.10288  -1.12419
C  1.84244  0.32522  0.32405
O  0.82454  -0.52165  0.85156
H  -2.94860  0.13258  0.72895
H  -2.42355  -0.96357  -0.59388
H  -1.80085  -1.18408  1.05487
H  -1.00894  1.04574  -0.93709
H  -0.95026  1.10348  1.84244
H  0.24843  -1.80664  -0.66703
H  2.34583  -0.79827  -1.50513
H  1.43721  0.67444  -1.88002
H  1.66439  1.39167  0.49492
H  2.74840  -0.01969  0.80005

***

Entry 2:
DFT (ωB97M-V/def2-TZVPD) results for the molecule C19H16F3N5O3S2 in a non-equilibrium geometry.

Output
- Total energy: -63377.99031 eV
- Strongest force on any atom: 5.49 eV/Å
- SMILES: Cc1nc2cc(C)c3c(N)c(C(=O)NCc4ccc(S(=O)(=O)C(F)(F)F)cc4)sc3n2n1

Positions of all 48 atoms, in Å:
C  -0.19219  2.93159  -6.57868
C  -1.04522  2.37437  -5.51259
N  -2.41812  2.34460  -5.61277
C  -2.78116  1.66160  -4.56051
C  -4.12152  1.21547  -4.10191
C  -4.21322  0.48185  -2.91285
C  -5.53954  0.05664  -2.38515
C  -2.96527  0.01137  -2.24873
C  -2.76015  -0.88648  -1.10764
N  -3.75022  -1.53553  -0.38079
C  -1.44236  -1.07930  -0.79359
C  -0.96891  -1.90266  0.32087
O  -1.68283  -2.83924  0.69269
N  0.19244  -1.54430  0.99420
C  0.52236  -2.21879  2.26426
C  1.70041  -1.68354  3.03239
C  2.99301  -1.95441  2.50872
C  4.07796  -1.35682  3.08940
C  3.91076  -0.55328  4.23466
S  5.42019  0.04816  5.02155
O  6.56146  -0.58155  4.28869
O  5.40910  -0.39448  6.41885
C  5.42851  1.91820  4.83436
F  4.52395  2.51894  5.67898
F  5.10018  2.31029  3.56771
F  6.67456  2.37957  5.08705
C  2.64255  -0.28393  4.77360
C  1.52058  -0.88341  4.15452
S  -0.34834  -0.13894  -1.78565
C  -1.75053  0.48155  -2.68653
N  -1.67410  1.28579  -3.81403
N  -0.57762  1.78072  -4.41823
H  0.60474  2.23922  -6.82649
H  -0.78580  3.19321  -7.44253
H  0.22466  3.86652  -6.16580
H  -4.99840  1.50162  -4.68563
H  -6.39433  0.47236  -2.93735
H  -5.60176  0.43021  -1.36279
H  -5.63415  -1.02963  -2.35102
H  -3.35416  -2.30511  0.25194
H  -4.58237  -1.78280  -0.91027
H  0.51701  -0.58685  0.84386
H  0.76519  -3.27836  2.09165
H  -0.37297  -2.21256  2.89801
H  3.11778  -2.56041  1.61804
H  5.09933  -1.52753  2.73287
H  2.44444  0.31680  5.66834
H  0.50410  -0.70077  4.51437

***

Entry 3:
DFT (ωB97M-V/def2-TZVPD) results for the molecule C16H17NO3S in a non-equilibrium geometry.

Output
- Total energy: -35331.13576 eV
- Strongest force on any atom: 5.00 eV/Å
- SMILES: C=CCOc1cc(NC(=S)c2ccoc2C)ccc1OC

Positions of all 38 atoms, in Å:
C  0.55931  0.26916  -5.79708
C  -0.19326  1.05678  -4.90153
C  -0.40117  0.74110  -3.48809
O  0.06514  -0.55335  -3.13036
C  0.05219  -0.94893  -1.84458
C  -0.46580  -0.20189  -0.78097
C  -0.27136  -0.62263  0.51104
N  -0.66972  0.38034  1.40549
C  -0.18551  0.59223  2.67418
S  1.09754  -0.34335  3.23999
C  -0.75259  1.78174  3.37919
C  -1.73540  2.64174  2.77388
C  -2.05039  3.55725  3.79865
O  -1.21586  3.47382  4.89027
C  -0.42954  2.34222  4.66757
C  0.57158  1.84001  5.63608
C  0.14011  -1.93848  0.84441
C  0.57219  -2.78643  -0.23595
C  0.59697  -2.33595  -1.49185
O  0.90533  -3.06495  -2.65143
C  1.65106  -4.32727  -2.62331
H  1.35416  -0.46968  -5.65216
H  0.78691  0.56687  -6.82760
H  -0.70832  1.99678  -5.22911
H  -1.41670  0.92771  -3.23475
H  0.08732  1.52847  -2.89519
H  -0.91628  0.75473  -0.97738
H  -1.02956  1.16548  0.95282
H  -2.32160  2.53965  1.87517
H  -2.87868  4.28522  3.67212
H  0.62697  2.45524  6.47588
H  1.51815  1.69872  5.06481
H  0.26245  0.79967  5.90606
H  0.19075  -2.16588  1.91524
H  1.00405  -3.75140  -0.08228
H  2.11512  -4.60570  -3.59202
H  0.94884  -5.08879  -2.25765
H  2.53561  -4.19024  -1.98957

***

What is the strongest force on any atom in the third record? 5.00 eV/Å

***

What did the third record say?
DFT (ωB97M-V/def2-TZVPD) results for the molecule C16H17NO3S in a non-equilibrium geometry.

Output
- Total energy: -35331.13576 eV
- Strongest force on any atom: 5.00 eV/Å
- SMILES: C=CCOc1cc(NC(=S)c2ccoc2C)ccc1OC

Positions of all 38 atoms, in Å:
C  0.55931  0.26916  -5.79708
C  -0.19326  1.05678  -4.90153
C  -0.40117  0.74110  -3.48809
O  0.06514  -0.55335  -3.13036
C  0.05219  -0.94893  -1.84458
C  -0.46580  -0.20189  -0.78097
C  -0.27136  -0.62263  0.51104
N  -0.66972  0.38034  1.40549
C  -0.18551  0.59223  2.67418
S  1.09754  -0.34335  3.23999
C  -0.75259  1.78174  3.37919
C  -1.73540  2.64174  2.77388
C  -2.05039  3.55725  3.79865
O  -1.21586  3.47382  4.89027
C  -0.42954  2.34222  4.66757
C  0.57158  1.84001  5.63608
C  0.14011  -1.93848  0.84441
C  0.57219  -2.78643  -0.23595
C  0.59697  -2.33595  -1.49185
O  0.90533  -3.06495  -2.65143
C  1.65106  -4.32727  -2.62331
H  1.35416  -0.46968  -5.65216
H  0.78691  0.56687  -6.82760
H  -0.70832  1.99678  -5.22911
H  -1.41670  0.92771  -3.23475
H  0.08732  1.52847  -2.89519
H  -0.91628  0.75473  -0.97738
H  -1.02956  1.16548  0.95282
H  -2.32160  2.53965  1.87517
H  -2.87868  4.28522  3.67212
H  0.62697  2.45524  6.47588
H  1.51815  1.69872  5.06481
H  0.26245  0.79967  5.90606
H  0.19075  -2.16588  1.91524
H  1.00405  -3.75140  -0.08228
H  2.11512  -4.60570  -3.59202
H  0.94884  -5.08879  -2.25765
H  2.53561  -4.19024  -1.98957

***

Which value of strongest force on any atom does entry 3 give? 5.00 eV/Å